ORCA calculation (wB97M-V/def2-TZVPD) on C28H30N2O4S in the gas phase.

Last column: Mulliken charge in e.
Element x y z (Å)
C1 -5.227 -2.681 2.588  -1.50
C2 -3.939 -2.309 1.920  1.11
C3 -3.371 -1.055 2.104  -1.15
C4 -2.173 -0.719 1.501  0.21
C5 -1.507 -1.635 0.693  -0.35
C6 -0.220 -1.286 -0.004  0.31
C7 -0.403 -0.486 -1.326  -0.01
O1 0.557 -0.309 -2.046  -0.74
N1 -1.666 -0.167 -1.635  0.05
C8 -1.995 0.713 -2.736  -0.46
C9 -3.331 0.301 -3.354  -0.93
C10 -4.383 0.886 -2.404  -0.70
C11 -3.715 2.102 -1.731  -0.69
C12 -2.266 2.134 -2.235  -0.64
N2 0.710 -0.558 0.855  0.67
C13 1.656 -1.339 1.618  -1.88
C14 3.047 -1.399 1.017  0.74
C15 4.106 -1.773 1.832  -0.90
C16 5.409 -1.869 1.351  -1.09
C17 5.605 -1.571 0.025  0.90
C18 4.543 -1.193 -0.800  0.74
C19 3.254 -1.101 -0.334  -0.63
O2 5.015 -0.953 -2.060  -0.49
C20 6.404 -1.191 -2.010  -0.28
O3 6.767 -1.577 -0.701  -0.48
C21 0.691 0.793 0.845  0.66
O4 -0.157 1.418 0.236  -0.46
C22 1.776 1.486 1.669  -0.27
C23 1.798 2.943 1.367  -0.10
C24 2.678 3.623 0.586  -0.62
C25 2.370 4.998 0.475  -0.53
C26 1.256 5.339 1.168  -0.49
S1 0.555 3.987 1.966  -0.12
C27 -2.073 -2.892 0.508  -0.71
C28 -3.272 -3.222 1.111  -0.94
H1 -5.024 -3.248 3.497  0.28
H2 -5.794 -1.795 2.861  0.36
H3 -5.835 -3.304 1.936  0.40
H4 -3.874 -0.329 2.726  0.36
H5 -1.760 0.267 1.647  0.44
H6 0.285 -2.209 -0.312  0.69
H7 -2.356 -0.219 -0.901  0.14
H8 -1.158 0.665 -3.435  0.68
H9 -3.418 -0.779 -3.458  0.37
H10 -3.418 0.753 -4.342  0.40
H11 -5.287 1.168 -2.942  0.40
H12 -4.668 0.144 -1.656  0.22
H13 -3.738 1.999 -0.646  0.22
H14 -4.233 3.027 -1.980  0.47
H15 -2.160 2.833 -3.064  0.39
H16 -1.559 2.408 -1.455  0.19
H17 1.719 -0.947 2.638  0.52
H18 1.256 -2.356 1.695  0.60
H19 3.918 -1.997 2.871  0.44
H20 6.228 -2.158 1.987  0.42
H21 2.453 -0.799 -0.991  0.61
H22 6.947 -0.272 -2.286  0.25
H23 6.668 -1.993 -2.717  0.24
H24 2.747 1.046 1.436  0.17
H25 1.556 1.321 2.729  0.34
H26 3.521 3.159 0.106  0.49
H27 2.955 5.697 -0.097  0.39
H28 0.793 6.301 1.260  0.46
H29 -1.572 -3.616 -0.119  0.45
H30 -3.696 -4.204 0.955  0.40

SMILES	Cc1ccc([C@@H](C(=O)NC2CCCC2)N(Cc2ccc3c(c2)OCO3)C(=O)Cc2cccs2)cc1
HOMO energy	-8.07	eV
max |F|	1.27	eV/A
energy relative to the best compared isomer or geometry (same formula, charge and spin)	5.41	kcal per mole
orbital gap	8.65	eV